Entry 1:
Here is a structure of composition C54H61BrN5O3P3Ru in a non-equilibrium geometry from the Open Molecules 2025 dataset. Energies are from ωB97M-V with the def2-TZVPD basis set.

Structure (XYZ):
```
128
C54H61BrN5O3P3Ru | the Open Molecules 2025 dataset | ωB97M-V with the def2-TZVPD basis set
Ru 0.24 -0.04 -0.18
Br -0.31 1.90 1.78
C -2.18 1.84 1.41
C -2.94 2.81 1.99
C -4.34 2.77 1.82
C -4.91 1.74 1.13
C -4.12 0.72 0.55
C -4.72 -0.36 -0.13
C -3.95 -1.35 -0.67
C -2.55 -1.27 -0.61
C -1.90 -0.23 0.01
C -2.70 0.77 0.65
H -2.48 3.60 2.57
H -4.95 3.54 2.27
H -5.99 1.68 1.03
H -5.80 -0.40 -0.19
H -4.42 -2.19 -1.17
H -1.98 -2.06 -1.08
N 2.23 0.54 -1.34
C 2.17 1.04 -2.69
C 3.21 0.79 -3.57
C 3.16 1.29 -4.86
C 2.05 2.02 -5.28
C 1.00 2.25 -4.40
C 1.06 1.78 -3.10
P -0.21 2.11 -1.85
C -1.71 2.76 -2.63
C -1.69 4.00 -3.27
C -2.85 4.52 -3.82
C -4.04 3.81 -3.71
C -4.07 2.58 -3.06
C -2.90 2.06 -2.52
C 0.46 3.61 -1.04
C -0.42 4.45 -0.35
C 0.04 5.55 0.35
C 1.40 5.83 0.38
C 2.29 5.01 -0.30
C 1.82 3.91 -1.01
H 2.84 1.13 -0.77
H 2.62 -0.41 -1.34
H 4.06 0.21 -3.24
H 3.97 1.10 -5.55
H 2.00 2.40 -6.29
H 0.13 2.80 -4.74
H -0.77 4.58 -3.32
H -2.83 5.47 -4.32
H -4.95 4.21 -4.14
H -4.99 2.03 -2.97
H -2.91 1.09 -2.04
H -1.49 4.24 -0.37
H -0.66 6.19 0.87
H 1.77 6.69 0.93
H 3.35 5.23 -0.30
H 2.53 3.32 -1.58
C 3.22 1.47 1.69
P 2.63 -0.26 1.78
C 1.63 -0.20 3.34
N 1.98 0.74 4.19
C 1.15 1.03 5.22
C 1.51 2.04 6.15
C 0.62 2.40 7.12
C -0.65 1.78 7.21
C -1.01 0.80 6.32
C -0.10 0.40 5.31
N -0.44 -0.58 4.44
C 0.41 -0.95 3.51
P -0.37 -2.19 2.41
C 0.92 -3.21 1.59
C -1.24 -3.46 3.54
C -2.73 -3.12 3.46
C -1.02 -4.87 3.00
C -0.80 -3.45 5.00
C 4.20 -1.19 2.24
C 4.99 -0.39 3.29
C 5.02 -1.32 0.95
C 3.91 -2.58 2.79
H 3.51 1.84 2.67
H 2.45 2.12 1.28
H 4.09 1.51 1.02
H 2.48 2.50 6.06
H 0.88 3.17 7.84
H -1.34 2.08 7.98
H -1.97 0.30 6.37
H 0.40 -4.06 1.15
H 1.68 -3.59 2.26
H 1.40 -2.68 0.77
H -3.10 -3.17 2.43
H -2.93 -2.12 3.84
H -3.31 -3.83 4.05
H -1.40 -5.00 1.98
H -1.58 -5.57 3.63
H 0.03 -5.18 3.02
H -1.06 -2.53 5.51
H 0.28 -3.61 5.11
H -1.30 -4.27 5.52
H 5.40 0.53 2.88
H 5.84 -1.00 3.61
H 4.39 -0.15 4.16
H 5.31 -0.35 0.55
H 4.47 -1.87 0.19
H 5.94 -1.86 1.16
H 3.15 -2.58 3.57
H 4.83 -2.97 3.23
H 3.61 -3.27 2.00
C 0.82 -1.42 -5.79
C -0.61 -1.88 -5.55
C -0.83 -2.42 -4.12
C -2.28 -2.92 -3.90
C -2.83 -3.88 -4.95
C 0.15 -3.56 -3.91
O 0.15 -4.57 -4.57
N 1.11 -3.38 -2.93
C 1.20 -2.31 -2.07
O 2.15 -2.25 -1.28
N 0.25 -1.35 -2.10
C -0.62 -1.25 -3.14
O -1.28 -0.24 -3.30
H 0.91 -0.95 -6.77
H 1.51 -2.26 -5.77
H 1.13 -0.69 -5.04
H -0.88 -2.67 -6.25
H -1.31 -1.05 -5.68
H -2.90 -2.02 -3.87
H -2.34 -3.38 -2.91
H -3.00 -3.38 -5.90
H -3.79 -4.27 -4.61
H -2.16 -4.73 -5.11
H 1.82 -4.10 -2.84
```

Output
* HOMO (spin up / spin down): -9.6 / -9.9 eV
* HOMO-LUMO gap (spin up / spin down): 0.2569 / 0.2099 Ha
* total charge: +1
* relative energy (zero: lowest compared OMol25 entry of this formula, charge and spin): 0.00 kcal per mole
* spin multiplicity: 6

Entry 2:
Here is a cluster of 9 separate species, C54H63NO5P in total in a non-equilibrium geometry from the Open Molecules 2025 dataset. Energies are from ωB97M-V with the def2-TZVPD basis set.

Structure (XYZ):
```
124
C54H63NO5P | the Open Molecules 2025 dataset | ωB97M-V with the def2-TZVPD basis set
C -2.81 2.27 4.83
C -2.80 0.84 4.24
C -1.39 0.26 3.96
C -0.51 0.28 5.23
P -0.49 0.99 2.45
O -0.16 -0.62 1.80
C -1.25 -1.10 1.09
C -1.93 0.16 0.48
O -1.11 0.57 -0.59
O -3.28 -0.14 0.06
N -3.54 0.29 -1.26
O -3.78 1.44 -1.30
O -1.97 1.06 1.47
H -2.22 2.98 4.26
H -3.85 2.62 4.83
H -2.53 2.25 5.88
H -3.45 0.76 3.37
H -3.25 0.20 5.01
H -1.55 -0.81 3.74
H -0.31 -0.75 5.54
H -1.00 0.80 6.07
H 0.45 0.76 5.06
H 0.84 0.90 3.05
H -0.72 2.32 2.99
H 0.17 1.66 1.33
H -1.95 -1.61 1.78
H -1.00 -1.89 0.37
H -1.07 -0.16 -1.21
C -2.20 5.34 -0.16
C -2.05 6.68 -0.48
C -1.89 7.06 -1.81
C -1.88 6.10 -2.81
C -2.03 4.76 -2.49
C -2.18 4.38 -1.16
H -2.32 5.03 0.87
H -2.06 7.43 0.30
H -1.77 8.11 -2.06
H -1.76 6.40 -3.85
H -2.02 4.01 -3.27
H -2.29 3.33 -0.91
C -1.13 6.65 5.90
C -0.76 5.36 6.27
C -0.75 5.00 7.61
C -1.11 5.93 8.58
C -1.48 7.21 8.22
C -1.48 7.58 6.88
H -1.14 6.93 4.86
H -0.49 4.64 5.51
H -0.46 4.00 7.89
H -1.10 5.64 9.63
H -1.76 7.93 8.97
H -1.76 8.58 6.59
C -0.17 -2.92 9.41
C 1.13 -3.19 9.84
C 2.11 -2.22 9.72
C 1.81 -0.98 9.17
C 0.52 -0.71 8.75
C -0.47 -1.68 8.86
H -0.94 -3.67 9.50
H 1.36 -4.15 10.27
H 3.12 -2.43 10.05
H 2.58 -0.22 9.08
H 0.28 0.26 8.32
H -1.48 -1.47 8.52
C 0.94 -1.59 -3.11
C 1.51 -0.37 -2.79
C 2.58 0.11 -3.54
C 3.07 -0.63 -4.61
C 2.49 -1.85 -4.92
C 1.43 -2.34 -4.17
H 0.11 -1.97 -2.53
H 1.12 0.21 -1.96
H 3.03 1.06 -3.29
H 3.90 -0.25 -5.19
H 2.88 -2.43 -5.76
H 0.99 -3.29 -4.42
C 1.10 -7.02 -5.47
C 1.37 -5.76 -5.99
C 0.49 -5.18 -6.89
C -0.66 -5.86 -7.27
C -0.93 -7.12 -6.75
C -0.05 -7.70 -5.85
H 1.78 -7.48 -4.76
H 2.26 -5.24 -5.69
H 0.70 -4.20 -7.30
H -1.35 -5.40 -7.98
H -1.83 -7.64 -7.05
H -0.26 -8.68 -5.45
C -0.15 -6.73 -10.77
C -0.08 -5.51 -11.42
C -0.13 -5.46 -12.81
C -0.26 -6.63 -13.54
C -0.34 -7.85 -12.88
C -0.28 -7.90 -11.50
H -0.11 -6.76 -9.68
H 0.02 -4.59 -10.85
H -0.06 -4.51 -13.32
H -0.30 -6.59 -14.62
H -0.44 -8.77 -13.45
H -0.34 -8.85 -10.98
C 0.70 8.48 -7.95
C 0.20 7.25 -7.54
C -0.84 7.20 -6.62
C -1.37 8.38 -6.11
C -0.87 9.61 -6.52
C 0.17 9.66 -7.44
H 1.51 8.52 -8.67
H 0.61 6.34 -7.94
H -1.23 6.25 -6.29
H -2.18 8.34 -5.39
H -1.29 10.52 -6.13
H 0.57 10.61 -7.76
C 3.85 -6.75 8.58
C 3.15 -5.67 8.07
C 3.82 -4.54 7.65
C 5.21 -4.49 7.72
C 5.92 -5.58 8.22
C 5.24 -6.70 8.66
H 3.32 -7.64 8.92
H 2.07 -5.71 8.01
H 3.27 -3.69 7.26
H 5.74 -3.61 7.38
H 7.00 -5.54 8.28
H 5.79 -7.55 9.06
```

Output
* HOMO: -4.2 eV
* HOMO-LUMO gap: 0.2288 Ha
* total charge: -1